Record 1
{"formula": "C4H6O2", "method": "ωB97M-V with the def2-TZVPD basis set", "homo_energy_ha": [-0.343, -0.343], "multiplicity": 1, "symbols": ["C", "C", "C", "O", "C", "O", "H", "H", "H", "H", "H", "H"], "coordinates": [[-0.31846, 1.07573, -1.07878], [0.00309, 0.07196, -0.04768], [-0.57718, -0.33968, 1.21711], [0.16937, -1.40815, 1.53476], [1.04688, -0.97618, -0.03529], [1.49687, -1.77125, -0.82841], [-1.04774, 1.81331, -0.73459], [0.60860, 1.59631, -1.34802], [-0.67161, 0.58689, -1.99552], [1.69658, -0.37040, 0.70010], [-1.51096, -0.66044, 0.63280], [-0.89544, 0.38189, 1.98352]], "atomic_forces_ev_per_a": [[0.0, 0.0, 0.0], [0.0, -0.1, 0.0], [0.0, 0.3, 0.0], [0.0, -0.2, 0.0], [0.1, 0.0, -0.4], [-0.2, 0.2, 0.3], [0.1, -0.1, 0.0], [-0.1, -0.1, 0.0], [0.1, 0.0, 0.1], [0.0, 0.0, 0.0], [0.0, 0.0, 0.0], [0.0, -0.1, -0.1]], "nbo_charge": [-0.702, 0.223, -0.118, -0.618, 0.370, -0.587, 0.236, 0.273, 0.261, 0.197, 0.261, 0.203]}

Record 2
{"formula": "C4H6O2", "method": "ωB97M-V with the def2-TZVPD basis set", "homo_energy_ha": -0.338, "multiplicity": 1, "symbols": ["C", "C", "C", "O", "C", "O", "H", "H", "H", "H", "H", "H"], "coordinates": [[-1.01119, -0.09640, -0.45608], [0.51270, -0.26420, -0.54619], [0.13822, 1.12142, -0.11404], [0.15921, 1.55287, 1.12801], [1.04945, -1.04118, 0.61908], [0.39371, -1.24941, 1.61180], [-1.48415, -0.89686, 0.11776], [-0.88888, 0.77908, 0.69983], [-1.54208, 0.18647, -1.35965], [0.98392, -0.42388, -1.51406], [0.01370, 1.84239, -0.93768], [2.10263, -1.36743, 0.55316]], "atomic_forces_ev_per_a": [[-0.3, -0.1, -0.1], [0.1, 0.0, 0.0], [0.1, 0.2, -0.3], [-0.1, 0.0, 0.1], [-0.2, -0.1, 0.3], [0.4, -0.2, -0.5], [0.2, 0.3, 0.2], [-0.4, 0.1, -0.1], [0.1, -0.1, 0.1], [-0.1, 0.1, 0.2], [0.2, -0.2, 0.1], [0.0, 0.0, 0.0]], "nbo_charge": [-0.644, -0.402, 0.247, -0.748, 0.438, -0.505, 0.289, 0.534, 0.241, 0.238, 0.184, 0.126]}

Record 3
{"formula": "C4H6O2", "method": "ωB97M-V with the def2-TZVPD basis set", "homo_energy_ha": -0.318, "multiplicity": 1, "symbols": ["C", "C", "O", "C", "C", "O", "H", "H", "H", "H", "H", "H"], "coordinates": [[-1.45072, 0.71994, 0.00938], [-0.33955, -0.75898, 0.81892], [-0.45802, -0.41895, -0.85279], [0.74549, -0.75402, -0.17590], [1.79529, 0.31587, -0.11932], [2.97671, 0.07246, -0.08317], [-2.26346, 0.39209, 0.65330], [-0.88913, 1.52054, 0.47801], [-1.85562, 1.02927, -0.96058], [-0.78533, -1.76332, 0.86475], [1.11256, -1.71157, -0.54487], [1.41177, 1.35667, -0.08772]], "atomic_forces_ev_per_a": [[-0.3, 0.4, -0.1], [0.1, -0.3, 0.1], [0.0, 0.1, -0.1], [0.1, -0.1, 0.0], [0.4, -0.1, 0.1], [-0.5, 0.1, 0.0], [0.2, 0.0, -0.1], [0.0, -0.2, -0.1], [0.1, -0.1, 0.1], [0.1, 0.1, 0.0], [-0.1, 0.1, 0.0], [0.1, -0.1, 0.0]], "nbo_charge": [-0.295, -0.145, -0.472, -0.120, 0.425, -0.499, 0.211, 0.214, 0.184, 0.164, 0.223, 0.110]}

Record 4
{"formula": "C4H6O2", "method": "ωB97M-V with the def2-TZVPD basis set", "homo_energy_ha": -0.388, "multiplicity": 1, "symbols": ["C", "C", "C", "C", "O", "O", "H", "H", "H", "H", "H", "H"], "coordinates": [[-1.63782, -0.09189, 0.24586], [-0.22868, -0.21683, -0.30601], [0.95428, 0.80833, -0.03521], [1.70151, -0.49627, 0.03444], [2.76284, -0.90958, -0.31956], [0.58152, -1.23419, 0.35415], [-1.66251, 0.08080, 1.32570], [-2.23383, -0.99381, 0.03816], [-2.13351, 0.74036, -0.26196], [-0.27155, -0.49963, -1.36338], [1.40323, 1.58779, -0.66746], [0.76452, 1.22494, 0.95527]], "atomic_forces_ev_per_a": [[0.2, 0.2, 0.0], [-0.2, 0.3, -0.2], [-0.2, -0.1, 0.1], [0.5, -0.2, -0.1], [-0.4, 0.3, 0.6], [0.1, -0.4, -0.3], [0.2, 0.1, -0.1], [0.4, 0.2, 0.0], [0.0, 0.0, 0.1], [0.0, 0.2, 0.0], [-0.7, -0.4, -0.2], [0.2, -0.1, 0.1]], "nbo_charge": [-0.636, 0.103, -0.537, 0.787, -0.537, -0.508, 0.220, 0.230, 0.222, 0.182, 0.238, 0.236]}

Record 5
{"formula": "C4H6O2", "method": "ωB97M-V with the def2-TZVPD basis set", "homo_energy_ha": -0.307, "multiplicity": 1, "smiles": "CC1OC=CO1", "symbols": ["C", "C", "C", "C", "H", "H", "H", "H", "H", "H", "O", "O"], "coordinates": [[0.10755, -0.78195, -1.48165], [0.16195, -0.76161, -0.00042], [-0.80239, 0.92630, 1.17679], [0.48793, 1.14795, 1.21770], [0.16173, 0.32689, -1.63522], [-0.84140, -1.20941, -1.78386], [0.98688, -1.15389, -1.96921], [0.31838, -1.75987, 0.40266], [-1.64677, 1.36908, 1.57648], [1.00206, 2.00758, 1.58126], [-1.12659, -0.19694, 0.37160], [1.19068, 0.08587, 0.54386]], "atomic_forces_ev_per_a": [[0.6, 2.4, -0.1], [-0.4, -0.2, 0.5], [0.1, -2.1, -1.7], [0.5, -1.4, -0.9], [-0.6, -0.8, -0.8], [0.1, 0.0, -0.3], [0.3, -0.7, -0.2], [-0.3, -0.1, 0.5], [-1.2, 1.1, 0.7], [0.5, 0.0, 0.2], [1.3, 0.4, 1.6], [-1.0, 1.3, 0.4]], "nbo_charge": [-0.649, 0.372, 0.036, 0.019, 0.218, 0.231, 0.219, 0.154, 0.209, 0.217, -0.513, -0.513]}

Record 6
{"formula": "C4H6O2", "method": "ωB97M-V with the def2-TZVPD basis set", "homo_energy_ha": -0.307, "multiplicity": 1, "symbols": ["C", "O", "C", "C", "O", "C", "H", "H", "H", "H", "H", "H"], "coordinates": [[0.14890, -0.40155, -1.24391], [-1.26802, -0.30657, -0.89739], [-1.70174, -0.10046, 0.31442], [-0.62994, 0.03016, 1.36499], [0.73957, -0.12812, 1.03432], [0.98168, 0.37689, -0.25554], [0.21852, -0.01539, -2.26313], [0.41027, -1.46321, -1.23536], [0.73541, 1.45031, -0.31921], [-0.81343, 1.01610, 1.82991], [-0.86890, -0.71319, 2.13443], [2.04767, 0.25503, -0.46352]], "atomic_forces_ev_per_a": [[0.2, 0.0, 0.0], [-0.2, 0.0, 0.2], [0.4, 0.0, -0.1], [-0.2, 0.0, 0.1], [0.0, 0.0, 0.0], [0.1, 0.0, -0.3], [0.0, 0.0, 0.1], [0.0, 0.1, 0.0], [0.0, -0.1, 0.1], [0.0, -0.1, -0.1], [0.0, 0.1, -0.1], [-0.1, 0.0, 0.0]], "nbo_charge": [-0.120, -0.469, 0.265, -0.272, -0.518, -0.105, 0.201, 0.198, 0.171, 0.210, 0.235, 0.205]}

Record 7
{"formula": "C4H6O2", "method": "ωB97M-V with the def2-TZVPD basis set", "homo_energy_ha": -0.310, "multiplicity": 1, "smiles": "O[C@H]1CC=CO1", "symbols": ["O", "C", "C", "C", "C", "O", "H", "H", "H", "H", "H", "H"], "coordinates": [[1.59866, 1.41649, 0.56761], [0.60322, 0.83119, -0.10887], [0.57755, -0.61713, -0.51209], [-0.91892, -0.83036, -0.48304], [-1.44469, -0.16299, 0.54802], [-0.59016, 0.68919, 1.13821], [1.65740, 0.89102, 1.37833], [0.32898, 1.47395, -0.97056], [1.01391, -0.83550, -1.49209], [1.11165, -1.21362, 0.24942], [-1.46504, -1.38384, -1.22322], [-2.47254, -0.25839, 0.90827]], "atomic_forces_ev_per_a": [[0.5, -0.3, 0.2], [-1.1, 0.0, 1.1], [-0.1, 0.1, 0.0], [-0.2, -0.6, 0.0], [0.0, -0.2, -0.7], [1.1, 0.6, -1.8], [0.4, 0.2, 0.1], [-0.6, -0.1, 0.9], [0.0, 0.4, 0.2], [-0.2, 0.0, -0.2], [-0.1, -0.4, 0.1], [0.4, 0.3, 0.0]], "nbo_charge": [-0.665, 0.428, -0.499, -0.358, 0.163, -0.583, 0.485, 0.180, 0.230, 0.207, 0.218, 0.194]}

Record 8
{"formula": "C4H6O2", "method": "ωB97M-V with the def2-TZVPD basis set", "homo_energy_ha": [-0.290, -0.290], "multiplicity": 1, "symbols": ["O", "C", "C", "C", "O", "C", "H", "H", "H", "H", "H", "H"], "coordinates": [[0.77681, 2.07679, 1.11178], [0.32521, 1.03160, 0.63476], [-0.92660, 0.54024, 0.23892], [-0.87642, -0.92909, 0.09768], [0.55960, -1.26629, 0.26251], [1.19588, -0.16619, 0.36675], [0.20512, 0.54661, -1.58643], [-1.86202, 1.08608, 0.27691], [-1.41542, -1.49507, 0.86802], [-1.11483, -1.37137, -0.88339], [0.84261, 0.20222, -1.78498], [2.29006, -0.25555, 0.39746]], "atomic_forces_ev_per_a": [[0.0, 0.1, -0.3], [0.0, -0.4, 0.1], [0.0, -0.1, 1.0], [0.0, 0.1, 0.0], [0.0, 0.2, -0.5], [-0.4, -0.1, 1.4], [0.5, -0.2, -0.7], [0.2, -0.1, 0.0], [0.1, 0.1, -0.1], [0.1, 0.2, 0.1], [-0.2, 0.1, -0.9], [-0.4, 0.2, 0.0]], "nbo_charge": [-0.662, 0.310, -0.422, -0.106, -0.379, 0.383, 0.042, 0.240, 0.224, 0.217, -0.059, 0.212]}